Entry from OMol25: a structure of composition C28H30N6OSSe2Te2Ti (ωB97M-V with the def2-TZVPD basis set).

HOMO level: -6.19 eV
Kohn-Sham gap: 6.27 eV
Net charge: 0
Max |F|: 2.443 eV/A

Cartesian coordinates (Å):
1 Ti -0.4794 -1.6116 1.0659
2 C -2.1072 2.3667 4.7556
3 N -2.0499 2.6024 3.3394
4 C -2.6304 3.6418 2.6589
5 C -2.4759 3.4183 1.3387
6 N -1.8204 2.2040 1.1864
7 C -1.5396 1.7137 2.4400
8 S -0.6133 0.4165 2.8618
9 C -1.8549 1.4800 -0.0149
10 C -1.7209 2.1402 -1.2339
11 C -1.9703 1.4152 -2.3869
12 C -2.3623 0.0884 -2.2828
13 C -2.4027 -0.4952 -1.0246
14 N -2.1372 0.1875 0.0811
15 H -2.5301 3.2388 5.2512
16 H -1.1068 2.1662 5.1414
17 H -2.7322 1.4932 4.9610
18 H -3.1169 4.4513 3.1675
19 H -2.8078 3.9856 0.4946
20 H -1.4475 3.1844 -1.2659
21 H -1.8896 1.8917 -3.3525
22 H -2.6404 -0.4848 -3.1511
23 H -2.7116 -1.5281 -0.8774
24 Se 1.9681 -2.0271 1.9687
25 Te 0.6516 -3.9696 2.8001
26 Te -1.5074 -2.8115 3.9033
27 Se -2.9099 -1.9743 2.0134
28 C 4.2880 2.4436 -1.0016
29 N 3.4426 1.2952 -0.8794
30 N 2.2169 1.3312 -0.2584
31 C 1.6301 0.0887 -0.3381
32 O 0.4663 -0.0932 0.0955
33 C 2.5476 -0.7283 -1.0466
34 C 3.6296 0.0495 -1.3706
35 C 4.8193 -0.3061 -2.1832
36 C 1.7874 2.3731 0.5994
37 C 1.8343 2.1776 1.9744
38 C 1.3570 3.1654 2.8214
39 C 0.8226 4.3302 2.2959
40 C 0.8031 4.5326 0.9240
41 C 1.2899 3.5586 0.0704
42 H 4.0091 3.1813 -0.2508
43 H 4.2004 2.8972 -1.9933
44 H 5.3248 2.1514 -0.8369
45 H 2.4081 -1.7754 -1.2339
46 H 4.7624 -1.3523 -2.4658
47 H 5.7429 -0.1514 -1.6297
48 H 4.8578 0.3000 -3.0880
49 H 2.2326 1.2525 2.3688
50 H 1.3914 3.0129 3.8909
51 H 0.4198 5.0904 2.9492
52 H 0.3969 5.4471 0.5185
53 H 1.2792 3.7030 -0.9995
54 C 0.1646 -2.0181 -2.8211
55 C -0.4683 -3.3393 -2.4820
56 C -0.6463 -4.2628 -3.4953
57 C -1.2625 -5.4780 -3.2640
58 C -1.7430 -5.7477 -1.9933
59 C -1.5804 -4.8607 -0.9498
60 C -2.1507 -5.1972 0.3909
61 C -0.8737 -3.6381 -1.1515
62 N -0.6143 -2.8188 -0.1283
63 H -0.3465 -1.5594 -3.6690
64 H 1.2089 -2.1498 -3.1076
65 H 0.1085 -1.3434 -1.9645
66 H -0.2833 -4.0219 -4.4869
67 H -1.3856 -6.1941 -4.0618
68 H -2.2552 -6.6801 -1.8025
69 H -2.7657 -6.0908 0.3283
70 H -2.7708 -4.3825 0.7687
71 H -1.3542 -5.3745 1.1211

Entry from OMol25: a structure of composition C28H31BaFN6S3 (ωB97M-V with the def2-TZVPD basis set).

HOMO level: -6.75 eV
Kohn-Sham gap: 6.64 eV
Net charge: 0
ΔE to the lowest compared entry with this formula, charge and spin: 77.33 kJ/mol
Max |F|: 0.646 eV/A

Cartesian coordinates (Å):
1 Ba -0.2585 -0.6278 -1.1453
2 C 1.9289 2.5493 -1.0469
3 C 1.8768 3.1698 0.3506
4 C 0.6962 4.1376 0.4539
5 C 2.0122 2.1469 1.4771
6 C 3.1835 2.2167 2.2269
7 C 3.4457 1.3308 3.2552
8 C 2.5262 0.3365 3.5286
9 C 1.3434 0.2141 2.8032
10 C 0.4369 -0.9494 3.1930
11 C -0.8908 -0.5351 3.8277
12 C 0.2010 -1.9780 2.0837
13 C 1.0682 1.1373 1.7713
14 N -0.1091 1.0142 0.9925
15 C -1.1754 1.7451 1.4039
16 C -1.2914 2.5267 2.5753
17 C -2.4577 3.2137 2.8738
18 C -3.5693 3.1783 2.0416
19 C -3.4935 2.4345 0.8670
20 C -2.3268 1.7699 0.6065
21 F -2.2193 1.0506 -0.5851
22 H 1.9832 3.3325 -1.8063
23 H 1.0070 1.9901 -1.2296
24 H 2.7790 1.8772 -1.1600
25 H 2.7768 3.7861 0.4381
26 H -0.2414 3.6720 0.1565
27 H 0.8683 4.9923 -0.2051
28 H 0.5757 4.5111 1.4708
29 H 3.9065 2.9910 1.9944
30 H 4.3609 1.4079 3.8283
31 H 2.7300 -0.3758 4.3205
32 H 0.9958 -1.4847 3.9664
33 H -1.5610 -0.0833 3.0976
34 H -0.7338 0.1889 4.6282
35 H -1.3901 -1.4100 4.2517
36 H -0.5321 -1.5974 1.3713
37 H -0.2219 -2.8935 2.5026
38 H 1.1261 -2.2297 1.5632
39 H -0.4466 2.5833 3.2503
40 H -2.4961 3.7953 3.7873
41 H -4.4704 3.7198 2.2922
42 H -4.3092 2.3751 0.1576
43 S -0.4135 -2.5875 -3.6796
44 C -2.0703 -2.3833 -3.3125
45 N -2.5519 -1.7321 -2.2833
46 C -3.9400 -1.6956 -2.2943
47 C -4.7366 -1.0766 -1.3326
48 C -6.1108 -1.1270 -1.4708
49 C -6.7009 -1.7864 -2.5514
50 C -5.9212 -2.4076 -3.5110
51 C -4.5401 -2.3559 -3.3733
52 S -3.2966 -3.0268 -4.3876
53 H -4.2732 -0.5645 -0.4992
54 H -6.7403 -0.6502 -0.7308
55 H -7.7789 -1.8131 -2.6395
56 H -6.3765 -2.9195 -4.3486
57 C 4.7190 -3.4783 -4.1214
58 C 4.7256 -2.8462 -2.7817
59 N 5.7072 -2.8482 -1.9442
60 N 5.2346 -2.1505 -0.8636
61 C 3.9733 -1.7092 -1.0016
62 S 3.0421 -0.8366 0.0599
63 N 3.6477 -2.1591 -2.2548
64 N 2.4105 -1.9139 -2.8230
65 H 5.6747 -3.9701 -4.2794
66 H 4.5700 -2.7349 -4.9057
67 H 3.9192 -4.2159 -4.1990
68 H 5.8090 -2.0127 -0.0508
69 H 1.8780 -2.7717 -2.9291
70 H 2.5062 -1.4565 -3.7216

Entry from OMol25: a structure of composition C28H31BrF4HgN3SeSi (ωB97M-V with the def2-TZVPD basis set).

HOMO level (spin up / spin down): 1.39 / -1.43 eV
⟨S²⟩: 0.7705
Kohn-Sham gap (spin up / spin down): 2.88 / 5.70 eV
Net charge: -2
ΔE to the lowest compared entry with this formula, charge and spin: 0.00 kJ/mol
Max |F|: 0.764 eV/A
Spin multiplicity: 2

Cartesian coordinates (Å):
1 Hg -0.0299 0.2276 -0.7571
2 C 0.3780 -0.0313 2.8949
3 N -0.8280 -0.2934 2.1354
4 C -1.9285 0.4746 2.6635
5 C -1.1772 -1.6979 2.0809
6 C -0.0877 -2.6427 1.5987
7 N 0.4516 -2.3200 0.2911
8 C 1.3057 -3.1994 -0.2146
9 C 2.1210 -2.8296 -1.3392
10 F 2.0616 -1.5586 -1.7800
11 C 3.0202 -3.6562 -1.9528
12 F 3.7377 -3.1701 -2.9982
13 C 3.2574 -4.9634 -1.5452
14 C 2.5280 -5.3523 -0.4421
15 F 2.7015 -6.6146 0.0392
16 C 1.6171 -4.5423 0.2023
17 F 0.9963 -5.1367 1.2710
18 H 0.2813 -0.3829 3.9415
19 H 0.5823 1.0403 2.8960
20 H 1.2350 -0.5112 2.4320
21 H -2.1274 0.2329 3.7279
22 H -2.8403 0.2656 2.1016
23 H -1.7092 1.5417 2.5910
24 H -2.0558 -1.7898 1.4361
25 H -1.4842 -2.0603 3.0874
26 H -0.5390 -3.6386 1.6551
27 H 0.7117 -2.6428 2.3583
28 H 3.9648 -5.6091 -2.0394
29 Br -0.8787 3.3502 -1.0904
30 C 0.3480 3.6837 0.3500
31 C 0.2251 4.9682 0.9129
32 C 1.0971 5.3560 1.9096
33 C 2.1016 4.4873 2.3272
34 C 2.2528 3.1948 1.7441
35 C 3.3053 2.3585 2.1384
36 C 3.4783 1.0916 1.5831
37 C 2.5523 0.6237 0.6699
38 C 1.4560 1.3910 0.2435
39 C 1.3163 2.7233 0.7334
40 H -0.5427 5.6381 0.5494
41 H 1.0038 6.3435 2.3513
42 H 2.8028 4.7823 3.1012
43 H 3.9979 2.7304 2.8890
44 H 4.3171 0.4707 1.8807
45 H 2.6618 -0.3819 0.2780
46 C -5.4905 -0.0448 0.1339
47 C -4.8536 1.1839 0.2075
48 C -3.4962 1.2463 -0.0782
49 N -2.7826 0.1815 -0.4307
50 C -3.4023 -0.9899 -0.5240
51 C -4.7489 -1.1567 -0.2405
52 H -6.5461 -0.1349 0.3613
53 H -5.3885 2.0830 0.4852
54 H -2.9504 2.1824 -0.0258
55 H -2.7840 -1.8202 -0.8521
56 H -5.2003 -2.1368 -0.3232
57 C 2.1869 -0.0398 -4.3473
58 Si 0.3358 0.2562 -4.5101
59 C -0.1681 -0.3733 -6.2248
60 C 0.0750 2.1229 -4.5255
61 Se -0.9083 -0.7931 -2.9868
62 H 2.7202 0.3533 -5.2188
63 H 2.4082 -1.1035 -4.2512
64 H 2.5752 0.4458 -3.4505
65 H 0.4054 0.1354 -7.0040
66 H -1.2315 -0.1978 -6.4018
67 H 0.0088 -1.4479 -6.3058
68 H 0.4853 2.5735 -5.4349
69 H 0.5558 2.5814 -3.6620
70 H -0.9894 2.3605 -4.4678

Entry from OMol25: a structure of composition C28H31BrN4O2TeV (ωB97M-V with the def2-TZVPD basis set).

HOMO level (spin up / spin down): -9.72 / -9.79 eV
⟨S²⟩: 2.0588
Kohn-Sham gap (spin up / spin down): 6.16 / 5.97 eV
Net charge: +1
Max |F|: 2.924 eV/A
Spin multiplicity: 3

Cartesian coordinates (Å):
1 V -0.6588 -0.3191 0.2906
2 O -1.4950 -3.6333 -3.9876
3 C -2.4575 -3.4669 -3.0383
4 C -3.4872 -4.4019 -2.9912
5 C -4.4841 -4.3034 -2.0424
6 C -4.4698 -3.2717 -1.1198
7 C -3.4407 -2.3522 -1.1459
8 C -2.4327 -2.4336 -2.0997
9 C -1.2901 -1.4271 -2.0575
10 O -1.5397 -0.4416 -1.1780
11 N -0.0370 -2.1058 -1.6551
12 N 0.2226 -1.9059 -0.3548
13 C 1.0121 -2.6961 0.3065
14 C 1.3045 -2.4596 1.6782
15 Br 0.0195 -1.1916 2.4596
16 C 2.2288 -2.9810 2.5162
17 C 3.3282 -3.8660 2.2156
18 C 3.9128 -4.5685 3.2804
19 C 4.9337 -5.4699 3.0584
20 C 5.4205 -5.6656 1.7747
21 C 4.9052 -4.9233 0.7236
22 C 3.8697 -4.0371 0.9370
23 H -1.0564 -2.8017 -4.2046
24 H -3.4799 -5.2045 -3.7096
25 H -5.2746 -5.0331 -2.0218
26 H -5.2508 -3.1863 -0.3841
27 H -3.4165 -1.5373 -0.4269
28 H -1.0987 -0.9908 -3.0619
29 H 0.0990 -3.0528 -2.0142
30 H 1.4512 -3.5694 -0.1761
31 H 2.1389 -2.7197 3.5636
32 H 3.5511 -4.4002 4.2829
33 H 5.3615 -6.0173 3.8847
34 H 6.2101 -6.3790 1.5986
35 H 5.3246 -5.0228 -0.2659
36 H 3.5176 -3.4390 0.1126
37 C -4.7881 2.4231 -0.4233
38 N -3.3686 2.6811 -0.2882
39 C -2.8084 3.7658 -1.0754
40 C -2.5614 1.8593 0.2861
41 N -1.7598 1.2076 0.8219
42 H -5.3076 3.3786 -0.4959
43 H -5.1631 1.8814 0.4426
44 H -5.0019 1.8341 -1.3214
45 H -3.1896 4.7149 -0.6926
46 H -3.0935 3.6585 -2.1264
47 H -1.7224 3.7608 -0.9862
48 C 1.4683 6.9254 1.7597
49 C 1.2846 5.5843 1.1239
50 C 0.9862 5.4320 -0.2211
51 C 0.8925 4.1828 -0.8255
52 C 0.6307 4.1465 -2.3034
53 C 1.0903 3.0334 -0.0491
54 Te 1.1079 1.0912 -0.9724
55 C 1.3643 3.1720 1.3177
56 C 1.5272 1.9886 2.2169
57 C 1.4518 4.4341 1.8808
58 H 1.0959 7.7258 1.1271
59 H 2.5297 7.0999 1.9388
60 H 0.9657 6.9641 2.7243
61 H 0.8425 6.3123 -0.8301
62 H 0.0490 5.0116 -2.6175
63 H 0.1097 3.2354 -2.6029
64 H 1.5819 4.1698 -2.8345
65 H 0.5353 1.6417 2.5213
66 H 2.0811 2.2616 3.1117
67 H 2.0588 1.1783 1.7097
68 H 1.6689 4.5187 2.9358

- The highest max |F| belongs to which entry?
  C28H31BrN4O2TeV

- Number 4 is which compound?
  C28H31BrN4O2TeV